DFT (ωB97M-V/def2-TZVPD) results for a cluster of 9 separate species, C95H204F12N5O8P4S4 in total in a non-equilibrium geometry.

Geometry as XYZ:
```
332
Properties=species:S:1:pos:R:3:forces:R:3:mulliken_charge:R:1
C -9.002 1.953 5.252 0.2 -1.1 -0.6 -1.4300
C -8.339 0.586 5.382 0.7 -0.2 -1.7 -0.1193
C -6.897 0.646 5.897 -0.3 -1.0 0.4 -0.6912
C -6.230 -0.718 5.596 -0.8 0.0 0.1 0.3752
P -4.549 -1.119 5.935 0.9 1.6 -1.8 0.4829
C -4.165 -1.679 7.575 0.3 -0.5 -0.1 -1.2277
C -4.927 -2.924 8.131 1.3 0.2 -0.1 -0.6123
C -4.286 -4.300 7.691 -1.2 0.7 -0.1 0.0749
C -5.143 -5.418 8.286 -0.2 0.7 -0.1 -1.4186
C -3.671 0.509 5.610 -0.1 -0.9 1.2 -1.2740
C -3.734 0.990 4.179 0.3 -0.1 -0.3 0.5371
C -3.501 2.485 3.942 2.0 0.3 1.6 -0.0055
C -2.240 3.081 4.710 -0.2 -0.6 -0.2 -1.2965
C -4.073 -2.292 4.655 0.6 -0.2 -0.6 0.6230
C -2.609 -2.757 4.743 0.0 -1.2 -0.5 -0.5820
C -2.280 -3.978 3.828 -0.3 0.3 -0.9 -0.3820
C -0.784 -4.177 3.540 0.0 -0.6 1.1 -0.8009
H -8.971 2.392 6.213 -0.2 1.0 1.0 0.3965
H -10.031 1.877 4.893 0.2 0.0 0.1 0.4152
H -8.417 2.534 4.544 -0.1 0.3 0.0 0.2489
H -8.229 0.146 4.377 -0.5 0.0 0.2 0.0725
H -8.911 -0.132 5.950 -0.3 -0.1 0.3 0.4828
H -6.952 0.865 6.955 0.4 0.1 0.4 0.4350
H -6.327 1.406 5.404 0.2 0.8 -0.3 0.1828
H -6.323 -0.950 4.515 -0.2 0.1 0.7 -1.2247
H -6.763 -1.494 6.134 -0.5 -0.3 -0.2 1.0567
H -4.325 -0.752 8.132 0.1 -0.2 0.5 0.5395
H -3.092 -1.927 7.532 -0.2 0.4 0.3 0.5781
H -5.964 -2.877 7.819 -0.2 -0.2 0.1 0.2220
H -4.899 -2.787 9.231 -0.1 -0.4 -0.6 0.5650
H -3.230 -4.411 7.923 0.1 0.3 0.5 0.4909
H -4.326 -4.394 6.600 -0.1 0.2 0.0 -0.0917
H -6.090 -5.460 7.741 0.1 -0.2 0.1 0.2303
H -5.387 -5.173 9.317 0.1 -0.2 0.2 0.3890
H -4.661 -6.377 8.243 0.2 -0.4 0.0 0.4034
H -2.645 0.432 5.978 -0.1 0.2 0.2 0.6774
H -4.262 1.165 6.260 0.4 0.2 0.1 0.7360
H -4.710 0.728 3.810 -0.4 -0.2 -0.7 -0.2543
H -2.971 0.442 3.597 -0.4 0.0 0.0 0.1938
H -4.328 3.116 4.202 -0.8 0.1 0.2 0.4214
H -3.282 2.642 2.904 -0.1 -0.1 -0.8 -0.3302
H -1.411 2.370 4.794 -0.1 -0.3 -0.4 0.1308
H -2.379 3.386 5.756 -0.5 0.0 -0.4 0.3548
H -1.833 3.928 4.155 -0.2 0.1 0.1 0.3437
H -4.193 -1.848 3.658 -0.4 0.3 0.3 0.2280
H -4.813 -3.105 4.697 0.5 0.0 0.0 -0.0489
H -2.479 -3.210 5.709 0.5 0.4 0.9 0.2134
H -1.870 -1.947 4.574 -0.5 -0.3 0.2 -0.2153
H -2.720 -3.898 2.818 -0.4 0.3 0.5 -0.0108
H -2.723 -4.894 4.276 0.3 0.5 -0.2 0.4375
H -0.698 -5.006 2.811 0.3 0.5 0.3 0.4356
H -0.257 -4.458 4.478 -0.1 0.0 -0.6 0.3976
H -0.284 -3.267 3.189 -0.3 -0.1 -0.3 -0.2136
C 5.965 -8.292 6.487 1.8 0.0 0.5 -1.6404
C 5.705 -8.698 5.067 -0.1 -1.2 0.3 0.4738
C 4.228 -8.489 4.766 -0.2 -0.7 -0.2 -1.0743
C 3.856 -8.992 3.368 -0.1 0.5 -0.3 -1.1577
P 4.465 -8.041 1.916 0.8 -0.5 -0.1 0.2420
C 6.213 -8.542 1.543 0.6 1.1 0.0 -1.1898
C 6.775 -9.953 1.658 -2.0 -0.8 -0.2 -0.6094
C 6.056 -10.920 0.703 0.1 0.2 -0.9 0.1441
C 6.353 -12.385 0.855 0.0 -0.9 -0.1 -1.5913
C 3.305 -8.336 0.534 -0.9 -0.2 1.3 -1.1007
C 3.781 -8.061 -0.871 1.5 -1.2 -0.3 -0.1458
C 2.659 -8.069 -1.901 -0.8 0.1 0.0 -1.1318
C 1.758 -6.838 -1.720 -0.2 -0.1 -0.9 -0.4957
C 4.564 -6.201 2.196 -1.1 -0.9 0.4 -0.8760
C 3.184 -5.506 1.999 -0.7 -0.1 0.2 0.0075
C 3.192 -3.961 2.222 0.3 -0.9 -0.6 0.0766
C 3.973 -3.200 1.120 0.8 -0.4 0.8 0.5493
H 6.067 -7.234 6.600 -0.4 0.9 0.0 0.3704
H 6.929 -8.641 6.891 -0.3 -0.3 -0.3 0.4017
H 5.211 -8.647 7.155 -0.6 -0.2 0.4 0.3925
H 5.909 -9.793 4.991 -0.2 0.6 -0.1 0.2169
H 6.412 -8.237 4.367 -0.3 0.2 0.1 0.0671
H 3.878 -7.478 4.944 0.2 0.5 -0.2 0.3798
H 3.619 -9.064 5.501 0.5 0.1 -0.5 0.5397
H 2.786 -9.065 3.262 -0.6 0.2 -0.1 0.7148
H 4.198 -10.012 3.215 0.3 -0.2 0.0 0.5036
H 6.747 -7.910 2.258 0.1 0.1 0.2 0.7520
H 6.548 -8.122 0.584 -0.6 0.1 -0.1 0.6149
H 6.578 -10.314 2.654 0.3 -0.2 0.6 0.0995
H 7.843 -9.959 1.486 0.2 0.1 0.0 0.5352
H 6.272 -10.640 -0.341 0.1 0.1 0.2 0.2809
H 4.965 -10.859 0.749 -0.2 0.5 0.4 0.0487
H 5.964 -12.813 1.777 -0.1 0.1 0.2 0.3525
H 7.404 -12.634 0.825 0.4 0.1 -0.1 0.3805
H 5.879 -12.950 0.042 0.1 0.2 0.1 0.4091
H 2.480 -7.657 0.787 -0.1 -0.2 0.0 0.4416
H 2.881 -9.354 0.707 0.4 0.5 -0.4 0.8228
H 4.547 -8.844 -1.085 -0.5 0.5 -0.2 0.1837
H 4.349 -7.114 -0.902 -0.4 -0.1 -0.1 0.2155
H 2.042 -8.989 -1.887 0.4 0.3 0.3 0.3496
H 3.030 -8.036 -2.920 0.5 0.0 0.0 0.3908
H 0.910 -7.004 -1.037 0.5 0.4 -0.1 0.3487
H 1.358 -6.546 -2.700 -0.3 -0.3 0.2 0.5117
H 2.386 -5.979 -1.491 -0.2 0.2 0.7 -0.2037
H 5.274 -5.916 1.432 0.3 0.5 -0.1 0.4970
H 4.979 -6.031 3.208 0.0 -0.1 -0.5 0.5398
H 2.356 -5.975 2.609 1.1 0.4 0.0 0.5416
H 2.822 -5.738 1.000 0.2 0.3 -0.4 -0.7048
H 3.588 -3.830 3.240 0.0 0.5 -0.3 0.5655
H 2.156 -3.603 2.182 0.2 -0.1 0.2 -0.4799
H 3.507 -3.275 0.154 -0.6 0.0 -0.3 -0.1797
H 5.001 -3.576 0.966 -0.3 0.0 0.3 0.5767
H 4.095 -2.146 1.368 -0.2 0.0 0.0 -0.7409
C -3.031 10.605 2.061 1.0 -0.5 0.0 -1.2715
C -2.159 10.161 0.827 -1.5 0.5 -0.2 0.0079
C -1.529 8.770 0.873 -0.7 0.3 1.0 -0.8227
C -2.513 7.573 0.881 -0.3 0.2 -0.4 -1.0527
P -3.075 7.116 -0.776 0.3 -0.1 0.3 0.8739
C -4.108 5.648 -0.646 -0.6 0.6 -0.2 -1.1223
C -3.595 4.527 0.247 -0.5 -0.4 -0.9 -0.6441
C -4.390 3.241 -0.049 1.0 -0.1 1.0 0.2664
C -5.791 3.259 0.518 -0.5 0.3 -0.3 -1.4984
C -3.996 8.424 -1.537 -0.6 0.0 -0.2 -1.2956
C -5.235 8.821 -0.718 0.9 1.0 0.0 -0.5204
C -5.866 10.064 -1.332 0.3 0.5 -0.5 -0.7552
C -6.345 9.899 -2.784 -0.7 -0.2 0.7 -1.2916
C -1.718 6.775 -1.895 -0.5 -0.3 0.6 -0.9469
C -0.770 5.690 -1.393 0.3 -0.3 -1.6 0.5453
C 0.470 5.703 -2.263 2.3 0.8 0.5 -0.1946
C 1.461 6.931 -2.083 -0.8 -1.8 -0.4 -1.5650
H -2.426 11.338 2.620 -0.6 -0.2 0.0 0.3515
H -3.185 9.748 2.731 -0.1 0.2 0.0 0.3360
H -4.017 11.024 1.791 0.6 -0.1 0.1 0.3130
H -1.359 10.897 0.715 -0.1 -0.1 -0.3 0.5918
H -2.849 10.233 -0.024 0.5 0.2 -0.1 -0.2893
H -0.966 8.803 1.815 0.2 -0.6 -0.3 0.4220
H -0.865 8.625 0.025 0.4 0.2 0.1 0.2062
H -3.479 7.727 1.390 0.5 0.3 0.3 0.7612
H -2.073 6.680 1.320 0.1 -0.1 0.0 0.5319
H -4.278 5.302 -1.668 0.2 -0.1 -0.1 0.4426
H -5.105 5.996 -0.355 0.1 0.0 0.3 0.5489
H -3.668 4.800 1.292 0.0 0.0 0.3 0.6102
H -2.567 4.343 -0.011 0.6 -0.1 0.2 -0.1252
H -3.803 2.400 0.358 -0.3 0.2 0.4 0.3195
H -4.330 2.994 -1.102 -0.4 0.4 -0.6 0.0353
H -6.414 4.087 0.145 0.2 -0.3 -0.4 0.3171
H -5.812 3.452 1.590 0.3 -0.5 0.2 0.3769
H -6.280 2.314 0.282 -0.3 0.1 0.3 0.2764
H -4.328 8.029 -2.504 0.0 0.0 0.0 0.7003
H -3.353 9.273 -1.786 0.1 -0.1 0.3 0.6954
H -4.996 8.972 0.356 -0.1 0.1 -0.6 0.3276
H -5.934 8.020 -0.772 -0.7 -0.7 0.0 0.4067
H -5.197 10.929 -1.365 0.4 -0.2 0.4 0.3148
H -6.665 10.378 -0.671 -0.5 0.0 -0.2 0.4659
H -7.128 9.142 -2.817 -0.1 -0.1 -0.2 0.3172
H -5.615 9.669 -3.548 0.6 -0.3 0.2 0.3181
H -6.766 10.835 -3.118 -0.4 0.3 0.0 0.4376
H -1.165 7.722 -1.996 -0.3 -0.3 -0.4 0.4438
H -2.238 6.469 -2.838 0.8 0.4 0.5 0.5524
H -1.164 4.675 -1.512 -0.4 0.3 0.1 -0.3104
H -0.412 5.753 -0.374 -0.3 0.5 0.5 0.4537
H 0.337 5.681 -3.356 -0.6 -0.7 0.5 0.0483
H 1.030 4.856 -1.859 0.2 -0.3 -0.9 0.0702
H 2.217 6.822 -2.868 0.1 0.1 0.3 0.4466
H 1.952 6.858 -1.101 -0.3 0.7 -0.3 0.3002
H 0.913 7.827 -2.332 0.2 0.7 0.5 0.4242
C 5.555 0.738 7.638 -0.2 -0.5 -0.2 -1.4031
C 5.672 1.672 6.434 1.0 0.3 -0.4 -0.5001
C 4.829 1.389 5.191 -0.4 -0.2 -0.1 -0.0842
C 5.033 2.415 4.017 0.4 -1.1 1.4 -1.4658
P 4.187 2.040 2.489 -0.2 -0.1 -0.9 0.8298
C 2.350 1.885 2.648 0.7 1.8 1.1 -1.8947
C 1.589 0.745 2.077 0.7 -2.3 -0.5 0.0043
C 1.820 -0.517 2.969 0.3 0.4 0.5 0.5427
C 1.319 -0.386 4.425 0.0 0.1 -0.9 -1.4981
C 4.868 0.610 1.610 -0.4 0.0 0.0 1.5256
C 6.273 0.239 2.077 -0.3 -0.1 -0.1 -0.4958
C 7.041 -0.659 1.114 1.8 0.6 0.4 -0.3432
C 7.413 0.093 -0.145 -1.3 -0.9 -1.1 -0.9379
C 4.510 3.470 1.440 -1.6 0.5 1.3 -1.5083
C 5.897 3.743 1.022 2.6 -2.2 -0.5 -0.1679
C 6.152 4.958 0.196 -1.1 1.5 0.1 -0.3146
C 7.541 5.050 -0.363 0.5 -0.3 -0.1 -1.4486
H 6.244 0.999 8.439 0.1 0.3 -0.1 0.3991
H 5.800 -0.305 7.400 -0.1 0.2 -0.2 0.3325
H 4.564 0.734 8.075 -0.3 0.1 0.0 0.3508
H 6.739 1.661 6.136 -0.4 0.3 0.1 0.3470
H 5.395 2.689 6.706 0.3 0.2 0.4 0.3530
H 3.786 1.398 5.517 -0.1 0.0 -0.2 0.1461
H 5.037 0.377 4.835 0.0 -0.1 -0.1 0.2520
H 6.102 2.432 3.770 -0.2 0.1 -0.1 0.5561
H 4.792 3.433 4.317 -0.2 0.1 0.0 0.7202
H 1.984 2.874 2.343 0.0 -0.1 0.0 0.7611
H 2.252 1.867 3.738 -0.3 0.2 0.0 0.7000
H 1.842 0.539 1.018 0.3 -0.1 0.5 -0.4019
H 0.518 0.861 1.989 -0.3 0.7 0.5 1.1415
H 2.867 -0.828 3.017 0.0 0.1 -0.3 -0.0731
H 1.271 -1.325 2.549 -0.3 -0.7 -0.6 -0.0614
H 1.255 -1.364 4.914 0.1 0.2 -0.1 0.5313
H 0.337 0.041 4.324 -0.8 0.1 0.4 0.2890
H 1.895 0.293 5.038 0.3 0.0 0.2 0.0057
H 4.843 0.855 0.548 0.1 0.3 -0.1 0.4412
H 4.124 -0.175 1.693 0.2 -0.3 0.2 -1.7550
H 6.186 -0.265 3.032 0.1 0.0 0.4 0.2966
H 6.819 1.193 2.228 0.1 -0.7 -0.1 0.3245
H 6.591 -1.596 0.817 -0.6 -0.2 0.4 -0.1597
H 7.995 -0.906 1.618 -0.5 -0.1 0.0 0.4780
H 8.089 -0.483 -0.783 0.3 0.2 0.3 0.4906
H 7.816 1.070 0.065 0.1 0.4 -0.1 0.4435
H 6.480 0.119 -0.759 0.6 0.7 0.3 -0.1907
H 4.102 4.309 2.037 -0.1 -0.1 -0.4 0.6513
H 3.851 3.258 0.602 -0.1 0.4 -0.4 0.5250
H 6.219 2.853 0.443 -0.2 0.3 -0.3 -0.1160
H 6.680 3.663 1.791 -0.6 0.5 0.5 0.3674
H 5.952 5.850 0.801 0.1 0.0 0.1 0.3658
H 5.369 5.012 -0.558 0.1 -0.1 -0.5 0.3106
H 7.752 5.882 -1.023 -0.3 0.4 0.1 0.4167
H 7.759 4.177 -0.949 0.2 -0.7 -0.4 0.3303
H 8.280 5.075 0.432 0.1 0.1 0.2 0.3581
C 1.494 3.329 -5.432 0.6 -0.2 -0.2 -1.3651
C 1.290 3.392 -6.951 -0.1 0.0 1.1 -0.0104
C 0.829 4.822 -7.238 -0.9 -1.1 -0.2 -0.7391
N 0.418 5.087 -8.654 0.5 -0.2 -1.7 0.2121
C 0.175 6.604 -8.922 -1.1 -1.2 0.0 -0.5357
C 1.445 7.378 -8.933 -0.7 0.3 0.5 -0.4200
C 2.438 6.848 -9.911 1.4 0.2 0.6 -0.8102
C 2.784 5.402 -9.661 -0.4 -0.4 0.6 -0.3772
C 1.493 4.541 -9.649 0.9 1.3 0.3 -0.8719
C -0.831 4.347 -9.104 0.2 0.3 1.9 -1.1108
H 1.899 4.230 -4.991 0.2 0.6 -0.2 0.4938
H 2.248 2.571 -5.217 -0.5 -0.3 0.3 0.1196
H 0.567 3.174 -4.938 -0.7 -0.6 0.7 0.3457
H 0.549 2.637 -7.236 0.1 0.1 -0.1 0.1602
H 2.263 3.068 -7.309 -0.1 0.6 -0.9 0.3177
H 1.660 5.449 -6.954 -0.1 0.6 -0.1 0.3395
H -0.089 5.017 -6.628 0.9 0.1 -0.3 0.1939
H -0.491 7.050 -8.166 0.1 -0.8 0.0 0.3093
H -0.419 6.560 -9.849 0.6 0.5 0.1 0.4301
H 1.785 7.426 -7.881 0.3 0.1 -0.6 0.2450
H 1.124 8.380 -9.199 0.2 0.4 0.0 0.4114
H 3.366 7.388 -9.760 0.2 0.4 -0.3 0.3626
H 2.126 7.023 -10.914 -0.4 0.1 -0.9 0.3385
H 3.293 5.378 -8.669 -0.2 -0.4 -0.6 0.1930
H 3.509 5.065 -10.426 -0.5 -0.2 0.4 0.4091
H 1.687 3.514 -9.414 0.0 -0.5 0.5 0.4493
H 1.046 4.520 -10.629 -0.3 0.4 -0.3 0.5860
H -1.617 4.635 -8.405 -0.2 0.2 -0.2 0.3888
H -0.685 3.276 -8.954 0.1 0.1 -0.5 0.4191
H -1.057 4.662 -10.115 -0.1 -0.3 0.0 0.5253
C -3.258 -0.617 -7.245 0.2 -1.5 -0.7 -1.0378
C -4.041 -1.302 -6.108 0.2 0.5 0.3 -0.2120
C -3.937 -0.388 -4.888 -0.4 1.2 -1.2 -0.2283
N -4.667 -0.864 -3.704 -0.3 0.1 2.1 0.7036
C -6.192 -0.678 -3.938 1.2 -0.7 -3.6 -0.7085
C -7.131 -0.853 -2.847 0.0 -1.1 1.6 -1.0045
C -6.706 0.030 -1.720 0.6 0.3 0.5 -1.0804
C -5.210 -0.129 -1.317 -1.4 0.1 -0.5 0.9242
C -4.293 0.053 -2.511 0.1 -0.6 0.0 -0.6230
C -4.342 -2.322 -3.399 -0.2 1.2 1.2 -1.1948
H -3.091 -1.352 -8.088 -0.2 0.8 0.8 0.3876
H -2.265 -0.392 -6.835 -0.1 0.4 -0.4 0.0998
H -3.779 0.263 -7.679 0.4 -0.5 0.5 0.3473
H -3.629 -2.273 -5.764 0.0 0.4 -0.9 0.3632
H -5.066 -1.435 -6.423 -0.3 -0.2 0.0 0.2644
H -4.427 0.603 -5.037 0.7 -0.5 -0.5 0.3729
H -2.852 -0.212 -4.754 -0.6 -0.2 0.9 -0.1500
H -6.278 0.271 -4.491 0.0 0.0 0.6 0.3500
H -6.395 -1.433 -4.700 -0.1 0.1 -0.1 0.3863
H -8.151 -0.685 -3.177 -0.1 0.5 -0.3 0.5246
H -7.177 -1.906 -2.552 0.2 0.0 0.2 0.2678
H -6.794 1.035 -2.073 -0.3 1.1 -0.2 0.3763
H -7.365 -0.091 -0.882 -0.1 -0.1 0.6 0.7246
H -5.003 0.644 -0.571 0.3 -0.4 -0.1 -0.6566
H -5.098 -1.100 -0.883 0.4 -0.5 0.5 -0.2172
H -4.382 1.093 -2.837 0.1 -0.2 -0.4 0.5541
H -3.249 -0.187 -2.274 -0.2 0.2 -0.1 -0.0010
H -4.854 -2.925 -4.117 0.0 -0.5 -0.4 0.4497
H -4.745 -2.520 -2.410 -0.1 -0.2 0.0 0.2432
H -3.261 -2.484 -3.327 -0.2 0.2 -0.4 0.4969
C 1.167 -1.297 -7.311 0.6 -1.7 1.1 -1.2980
C 2.264 -2.106 -6.494 -0.8 0.2 -2.6 -0.5740
C 3.170 -1.146 -5.844 -0.2 0.2 1.7 -0.1514
N 4.303 -1.719 -5.036 0.5 -1.5 0.3 0.3643
C 3.679 -2.689 -3.947 1.5 -0.3 -1.0 -0.2894
C 4.772 -3.243 -3.028 -0.1 -0.3 -1.4 -0.6976
C 5.458 -2.090 -2.355 1.0 0.6 0.7 0.1598
C 6.065 -1.073 -3.366 -1.1 0.6 0.5 -1.1614
C 4.951 -0.558 -4.312 1.0 -1.8 0.1 -0.2352
C 5.373 -2.423 -5.933 -1.3 1.1 -0.7 -1.0476
H 0.467 -2.075 -7.682 0.3 0.9 -0.1 0.4174
H 1.656 -0.748 -8.103 -0.1 0.1 -0.4 0.4171
H 0.653 -0.623 -6.629 -0.2 0.1 0.0 0.1765
H 2.805 -2.697 -7.216 0.2 -0.3 -0.4 0.3060
H 1.769 -2.833 -5.887 -0.3 0.0 1.0 0.4331
H 2.530 -0.593 -5.150 0.5 0.2 0.3 -0.2939
H 3.616 -0.423 -6.495 0.2 0.3 -0.8 0.7949
H 2.930 -2.124 -3.428 -0.3 0.3 0.1 -0.2037
H 3.261 -3.529 -4.486 -0.4 0.1 -0.2 0.5394
H 4.338 -4.023 -2.399 -0.1 0.5 0.3 -0.0287
H 5.442 -3.822 -3.692 0.1 0.3 0.4 0.5023
H 4.758 -1.602 -1.669 -0.3 0.2 -0.3 -0.2825
H 6.262 -2.378 -1.676 0.1 -0.4 -0.2 0.6562
H 6.454 -0.197 -2.818 -0.2 -0.3 -0.2 0.5473
H 6.927 -1.484 -3.874 0.0 -0.2 -0.3 0.3855
H 4.146 -0.188 -3.722 -0.5 0.9 0.4 0.0318
H 5.294 0.101 -5.099 0.1 0.4 0.1 0.6063
H 4.927 -3.189 -6.569 -0.3 0.2 0.2 0.3631
H 6.172 -2.871 -5.399 0.3 -0.3 0.9 0.4944
H 5.840 -1.658 -6.577 -0.5 -0.1 0.3 0.3487
C -7.446 -4.518 4.875 1.0 -2.0 -4.0 0.7314
F -6.747 -3.785 5.690 0.6 0.3 1.0 -0.3477
F -8.342 -5.230 5.462 -0.9 -0.1 1.1 -0.1775
F -6.588 -5.496 4.255 -0.7 2.0 1.1 -0.3010
S -8.265 -3.500 3.501 0.9 1.0 0.9 1.1258
O -9.334 -2.934 4.276 0.1 -0.3 -0.8 -0.6411
O -8.374 -4.381 2.390 -0.9 -0.2 0.0 -0.6119
N -7.160 -2.342 3.183 0.2 -0.8 1.5 -0.5099
S -6.760 -1.793 1.809 -4.7 -0.3 -0.2 0.7868
O -5.844 -0.736 1.880 2.2 2.2 0.7 -0.3688
O -7.929 -1.554 0.993 0.8 -0.3 -0.3 -0.7684
C -5.838 -3.103 1.042 2.7 -0.2 -1.4 0.4898
F -4.448 -2.703 0.955 -1.9 -0.9 0.1 -0.1004
F -6.221 -3.256 -0.240 0.3 -0.5 0.6 -0.1960
F -5.876 -4.215 1.730 0.4 -0.1 -0.7 -0.0836
C -0.072 1.175 -1.598 0.0 0.5 1.1 -0.2099
F -1.159 1.795 -2.050 -0.2 -0.1 -0.5 -0.0918
F 0.810 2.211 -1.307 -0.8 -1.6 0.3 -0.0674
F -0.499 0.494 -0.498 1.0 1.1 -0.7 0.0264
S 0.696 0.022 -2.867 0.5 -1.6 2.0 0.4073
O 0.062 0.513 -4.028 -0.3 0.6 -1.8 -0.4796
O 2.125 0.130 -2.675 -0.2 0.5 -0.2 -0.5286
N 0.195 -1.442 -2.596 -0.1 -0.9 1.2 -0.2676
S 0.735 -2.401 -1.340 1.4 3.0 -1.1 1.1065
O 1.787 -3.298 -1.733 -0.2 -0.1 -0.3 -0.5528
O 0.967 -1.616 -0.145 -0.3 -0.8 -0.3 -0.2946
C -0.706 -3.456 -1.094 -0.5 1.4 -0.4 -0.1964
F -0.307 -4.421 -0.318 -0.1 -1.2 0.2 -0.0338
F -1.639 -2.751 -0.479 -0.6 0.1 0.3 0.0400
F -1.193 -3.845 -2.267 0.1 -0.7 0.2 -0.1743
```
Forces are in eV/Å.

Values from the calculation:
E_tot = -8772.76224 Eh
total charge = +5
gap between HOMO and LUMO = 8.17 eV